C52H126InN8O19 as an isolated structure. Source: the OMol25 dataset; level of theory: ωB97M-V/def2-TZVPD.

The net charge is +1. As for the HOMO-LUMO gap: 2.4 eV. As for the HOMO energy: -9.73 eV. As for the spin multiplicity: 1. The calculation puts the total energy at -111937.508 eV. The energy above the lowest of the compared OMol25 structures with the same formula, charge and spin comes out at 213.7 kJ/mol.

CARTESIAN COORDINATES (ANGSTROEM)
In 1.55 -4.67 -4.51
C -0.98 -1.77 1.02
C -0.64 -2.03 -0.34
C -0.21 -0.85 -1.22
O 0.04 -1.11 -2.40
C -0.20 0.56 -0.58
C -0.42 0.68 0.77
C -0.89 -0.54 1.59
O -1.43 -0.44 2.77
O -0.19 1.83 1.23
O -0.78 -3.16 -0.81
H -1.28 -2.66 1.55
H 0.29 1.29 -1.21
C -3.89 -6.50 7.30
C -4.82 -5.19 7.38
C -4.27 -4.03 8.32
O -4.18 -4.36 9.73
C -5.33 -4.17 10.48
N -4.94 -4.56 6.04
H -3.60 -7.02 8.21
H -2.95 -6.28 6.78
H -4.46 -7.19 6.68
H -5.82 -5.51 7.68
H -4.90 -3.14 8.24
H -3.27 -3.69 8.07
H -5.02 -4.41 11.49
H -6.04 -4.93 10.18
H -5.68 -3.14 10.48
H -5.64 -3.83 5.97
H -4.04 -4.12 5.96
C 0.85 6.71 -10.29
C 1.38 5.56 -9.35
C 1.07 5.62 -7.86
O 1.79 4.57 -7.14
C 1.18 4.18 -5.94
N 0.88 4.32 -9.85
H 1.17 7.67 -9.87
H -0.23 6.62 -10.22
H 1.23 6.55 -11.29
H 2.46 5.58 -9.49
H 0.00 5.63 -7.71
H 1.33 6.60 -7.47
H 0.34 3.58 -6.26
H 0.76 5.02 -5.39
H 1.75 3.55 -5.26
H 0.42 3.75 -9.16
H 1.74 3.82 -10.02
C -6.06 1.88 0.48
C -7.16 1.62 1.49
C -8.46 1.07 0.92
O -9.25 2.05 0.24
C -10.39 1.44 -0.36
N -6.38 0.73 2.38
H -5.15 2.35 0.86
H -6.43 2.39 -0.41
H -5.65 0.92 0.14
H -7.34 2.52 2.08
H -9.08 0.67 1.71
H -8.26 0.25 0.22
H -10.10 0.49 -0.80
H -10.88 2.08 -1.10
H -11.08 1.17 0.44
H -6.26 -0.16 1.91
H -5.49 1.20 2.43
C -1.83 -5.11 -10.18
C -0.96 -4.58 -9.09
C -1.23 -3.05 -8.74
O -0.24 -2.52 -7.90
C -0.40 -1.12 -7.90
N -0.81 -5.45 -7.97
H -1.60 -6.17 -10.33
H -1.83 -4.49 -11.08
H -2.88 -5.15 -9.87
H 0.06 -4.78 -9.40
H -2.24 -3.17 -8.35
H -1.34 -2.45 -9.64
H -1.40 -0.74 -7.70
H -0.10 -0.65 -8.84
H 0.32 -0.84 -7.13
H -1.77 -5.53 -7.67
H -0.57 -6.37 -8.31
C 3.76 -0.31 10.24
C 3.37 0.20 8.85
C 2.23 -0.64 8.02
O 2.73 -1.84 7.44
C 1.80 -2.59 6.62
N 3.20 1.62 8.70
H 4.31 -1.25 10.24
H 2.88 -0.51 10.85
H 4.39 0.38 10.79
H 4.24 -0.13 8.27
H 1.68 -0.01 7.32
H 1.51 -0.94 8.78
H 1.77 -2.27 5.57
H 0.77 -2.46 6.97
H 2.09 -3.64 6.63
H 3.12 1.83 7.71
H 2.34 1.90 9.14
C -3.68 1.44 9.61
C -2.89 1.20 8.34
O -2.34 2.43 7.91
H -3.80 2.50 9.80
H -3.08 1.14 10.47
H -4.59 0.86 9.76
H -3.42 0.64 7.57
H -2.08 0.52 8.60
H -2.10 2.41 6.98
C -4.43 7.15 2.66
C -3.02 6.87 2.96
O -2.88 5.57 3.52
H -4.92 6.33 2.15
H -4.38 8.04 2.03
H -5.13 7.34 3.47
H -2.55 7.57 3.65
H -2.42 6.94 2.05
H -2.26 5.11 2.94
C -3.97 -9.26 1.54
C -3.04 -8.05 1.71
O -2.65 -7.66 0.46
H -3.49 -10.05 0.97
H -4.94 -9.11 1.06
H -4.25 -9.60 2.54
H -2.10 -8.18 2.25
H -3.44 -7.29 2.39
H -2.45 -6.73 0.36
C 4.09 5.93 5.10
C 2.64 5.51 5.38
O 2.37 4.14 5.16
H 4.50 5.64 4.13
H 4.77 5.74 5.93
H 4.02 7.00 4.92
H 1.89 6.10 4.86
H 2.52 5.71 6.45
H 1.67 4.01 4.51
C 4.08 6.49 -0.36
O 5.34 7.05 -0.56
C 5.34 8.49 -0.54
C 6.77 8.97 -0.73
N 6.85 10.43 -0.89
C 6.35 11.15 0.25
C 6.40 12.71 0.12
O 7.77 13.05 0.05
C 8.05 14.42 -0.18
H 3.50 6.92 0.46
H 4.16 5.40 -0.33
H 3.40 6.68 -1.19
H 4.90 8.80 0.41
H 4.70 8.81 -1.36
H 7.13 8.65 -1.72
H 7.57 8.55 -0.12
H 7.76 10.78 -1.13
H 6.79 10.80 1.19
H 5.27 10.98 0.26
H 6.02 13.14 1.05
H 5.87 13.13 -0.74
H 7.95 15.20 0.57
H 7.41 14.93 -0.90
H 9.08 14.39 -0.54
C 4.43 -2.77 -7.08
O 4.00 -2.30 -5.80
C 4.90 -1.46 -5.12
C 4.63 -1.19 -3.63
N 4.52 -2.52 -2.96
C 4.65 -2.26 -1.49
C 4.50 -3.51 -0.73
O 3.47 -4.36 -1.26
C 2.78 -5.19 -0.29
H 5.43 -3.21 -7.06
H 4.40 -1.89 -7.72
H 3.71 -3.55 -7.35
H 4.77 -0.47 -5.56
H 5.85 -1.97 -5.30
H 3.68 -0.69 -3.45
H 5.43 -0.54 -3.28
H 5.37 -2.95 -3.28
H 3.83 -1.61 -1.18
H 5.56 -1.69 -1.28
H 4.15 -3.23 0.26
H 5.40 -4.10 -0.53
H 2.11 -4.59 0.32
H 3.39 -5.87 0.31
H 2.00 -5.77 -0.77
C -2.64 -3.86 -4.26
O -2.14 -5.14 -4.59
C -2.91 -6.14 -3.91
C -2.25 -7.59 -4.04
N -0.94 -7.65 -3.34
C -0.45 -9.00 -3.48
C 0.81 -9.05 -2.59
O 1.68 -7.93 -2.80
C 3.01 -8.38 -2.64
H -2.01 -3.02 -4.56
H -2.85 -3.79 -3.19
H -3.65 -3.68 -4.64
H -3.85 -6.13 -4.46
H -3.30 -5.90 -2.91
H -2.40 -7.92 -5.07
H -2.88 -8.25 -3.45
H -1.07 -7.45 -2.36
H -0.33 -9.35 -4.50
H -1.24 -9.67 -3.14
H 1.34 -9.98 -2.76
H 0.33 -8.97 -1.61
H 3.29 -9.19 -3.30
H 3.12 -8.76 -1.62
H 3.76 -7.59 -2.76



C52H134BeN2O17 as an isolated structure. Source: the OMol25 dataset; level of theory: ωB97M-V/def2-TZVPD.

The net charge is 0. As for the HOMO-LUMO gap: 4.2 eV. As for the HOMO energy: -6.14 eV. As for the spin multiplicity: 1. The calculation puts the total energy at -94275.293 eV.

CARTESIAN COORDINATES (ANGSTROEM)
Be 1.88 -0.53 -4.07
C -1.31 -1.24 -8.23
C -0.76 -0.35 -7.08
C -1.65 0.90 -7.02
C -3.01 0.67 -6.38
C -2.76 0.22 -4.96
C -1.93 -1.08 -4.85
N -0.72 -0.93 -5.67
O 0.24 -1.96 -5.57
C -2.83 -2.27 -5.15
C -1.51 -1.24 -3.32
C 0.60 0.24 -7.53
H -2.18 -1.82 -7.92
H -0.48 -1.90 -8.51
H -1.47 -0.61 -9.11
H -1.88 1.30 -8.01
H -1.13 1.66 -6.45
H -3.50 -0.10 -6.98
H -3.72 1.49 -6.38
H -3.72 0.07 -4.47
H -2.31 1.01 -4.35
H -2.25 -3.20 -5.12
H -3.23 -2.17 -6.16
H -3.70 -2.34 -4.51
H -2.30 -0.96 -2.62
H -0.69 -0.57 -3.04
H -1.13 -2.24 -3.11
H 1.01 0.79 -6.69
H 0.59 0.94 -8.36
H 1.32 -0.52 -7.86
C 2.22 -1.53 0.89
C 0.80 -0.80 0.81
C 0.51 -0.38 2.34
C -0.66 0.62 2.54
C -0.42 1.83 1.66
C -0.19 1.53 0.15
N 0.83 0.46 0.00
O 1.31 0.24 -1.31
C 0.28 2.89 -0.41
C -1.55 1.17 -0.47
C -0.21 -1.92 0.36
H 2.98 -1.02 1.48
H 2.65 -1.74 -0.09
H 2.03 -2.49 1.39
H 1.46 -0.07 2.78
H 0.28 -1.28 2.92
H -0.72 0.97 3.57
H -1.55 0.04 2.30
H 0.39 2.38 2.12
H -1.21 2.57 1.80
H 1.29 3.17 -0.09
H -0.29 3.74 -0.04
H 0.26 2.96 -1.50
H -1.89 0.18 -0.18
H -1.47 1.09 -1.56
H -2.32 1.91 -0.25
H -1.26 -1.72 0.58
H 0.00 -2.91 0.76
H -0.15 -2.03 -0.72
C 2.12 -4.54 -1.36
C 1.31 -3.88 -2.50
O 1.62 -2.53 -2.54
H 3.19 -4.58 -1.54
H 1.81 -5.58 -1.42
H 1.94 -4.15 -0.36
H 0.30 -4.14 -2.20
H 1.49 -4.37 -3.46
H 1.56 -2.12 -1.68
C -1.07 -1.64 5.62
C -1.23 -2.32 6.97
O -1.16 -3.65 6.68
H -1.90 -1.90 4.96
H -0.13 -1.83 5.09
H -1.07 -0.59 5.88
H -2.15 -1.98 7.45
H -0.41 -2.07 7.65
H -0.26 -3.96 6.72
C -0.74 5.59 2.31
C -1.59 5.87 1.14
O -2.59 6.84 1.48
H -0.12 4.72 2.11
H -1.30 5.35 3.22
H -0.06 6.41 2.54
H -2.23 5.03 0.88
H -1.02 6.23 0.28
H -3.03 6.53 2.28
C 0.17 -5.28 2.54
C -1.23 -4.59 2.79
O -2.17 -5.66 2.98
H 0.89 -4.46 2.50
H 0.11 -5.89 1.64
H 0.46 -5.86 3.41
H -1.74 -4.02 2.02
H -1.24 -3.90 3.64
H -3.05 -5.39 3.26
C -2.42 -5.42 -1.75
C -2.19 -5.50 -0.29
O -2.28 -6.84 0.11
H -2.25 -4.40 -2.10
H -3.39 -5.78 -2.09
H -1.71 -6.03 -2.31
H -2.87 -4.89 0.31
H -1.17 -5.18 -0.11
H -2.31 -6.78 1.07
O 3.90 0.54 -2.98
H 3.81 1.14 -2.23
H 4.69 0.84 -3.43
O 0.92 1.92 -4.06
H 0.61 2.68 -4.56
H 0.94 2.22 -3.15
C 5.75 1.94 -0.56
C 4.31 1.69 -0.02
C 4.03 2.33 1.34
O 3.50 2.35 -0.90
H 6.11 2.95 -0.38
H 5.86 1.57 -1.58
H 6.48 1.33 -0.01
H 4.06 0.63 -0.04
H 3.00 2.18 1.63
H 4.17 3.40 1.17
H 4.74 2.07 2.12
H 2.62 2.04 -0.65
C -4.45 -2.61 -0.96
C -5.55 -2.13 0.00
C -5.54 -0.60 0.06
O -6.82 -2.51 -0.38
H -4.56 -3.68 -1.07
H -3.45 -2.39 -0.59
H -4.56 -2.21 -1.97
H -5.38 -2.54 0.99
H -6.31 -0.26 0.75
H -5.68 -0.03 -0.86
H -4.61 -0.29 0.52
H -6.98 -2.02 -1.19
C 3.71 1.36 5.30
C 2.41 1.71 6.12
C 1.61 0.45 6.49
O 2.82 2.42 7.20
H 3.38 0.70 4.50
H 4.40 0.77 5.91
H 4.19 2.21 4.80
H 1.78 2.28 5.43
H 2.26 -0.23 7.04
H 1.31 -0.08 5.59
H 0.72 0.70 7.06
H 2.44 2.09 8.02
C 5.49 -1.82 -1.46
C 6.48 -2.22 -0.34
C 5.78 -2.75 0.89
O 7.38 -3.19 -0.87
H 4.76 -1.15 -1.00
H 5.03 -2.77 -1.72
H 6.03 -1.30 -2.25
H 6.98 -1.29 -0.07
H 5.02 -3.44 0.52
H 5.29 -1.99 1.50
H 6.40 -3.38 1.52
H 7.94 -2.78 -1.53
C -3.15 3.55 -2.66
C -3.54 4.33 -3.88
C -5.04 4.50 -4.15
O -2.97 5.62 -3.72
H -2.07 3.44 -2.55
H -3.57 2.56 -2.50
H -3.42 4.05 -1.73
H -3.04 3.86 -4.72
H -5.49 3.53 -4.36
H -5.21 5.14 -5.02
H -5.62 4.95 -3.35
H -3.43 5.95 -2.94
C 0.00 6.32 -2.45
C 1.52 6.35 -2.40
C 2.04 6.57 -0.99
O 2.10 5.12 -2.83
H -0.32 6.25 -3.49
H -0.44 7.22 -2.03
H -0.44 5.43 -1.98
H 1.98 7.05 -3.09
H 3.13 6.62 -1.04
H 1.76 5.79 -0.27
H 1.63 7.45 -0.50
H 3.05 5.19 -2.77
C 3.58 -2.55 4.33
C 3.95 -4.03 4.15
C 5.02 -4.51 5.09
O 2.80 -4.81 4.43
H 2.83 -2.22 3.60
H 4.41 -1.86 4.17
H 3.14 -2.43 5.32
H 4.19 -4.23 3.11
H 5.88 -3.83 5.08
H 5.31 -5.52 4.82
H 4.71 -4.66 6.13
H 3.11 -5.70 4.29
C -4.15 1.58 3.02
C -4.78 2.23 4.29
C -3.60 2.53 5.24
O -5.40 3.44 3.96
H -4.75 1.67 2.11
H -4.13 0.51 3.21
H -3.17 1.96 2.75
H -5.36 1.42 4.72
H -2.99 3.34 4.84
H -2.90 1.71 5.37
H -4.00 2.89 6.20
H -6.14 3.35 3.37



- Which value of HOMO does entry 1 give?
  -9.73 eV